This record from OMol25 describes 8 unconnected molecules or ions with the total composition C66H75BClN11O19S in a non-equilibrium geometry. The level of theory is wB97M-V/def2-TZVPD.

The geometry in ORCA input format:
```
! wB97M-V def2-TZVPD RIJCOSX def2/J DEFGRID3
* xyz 0 1
C -5.97337 3.45566 3.41278
O -6.90316 4.01768 2.41781
C -6.13478 4.81775 1.42259
C -6.30100 4.09820 -0.04126
C -5.43729 2.70242 -0.11854
C -5.77880 1.79632 -1.45511
C -4.53516 0.84834 -1.96104
C -4.20632 -0.40350 -0.90453
C -3.17935 0.18720 0.23965
C -2.29068 -1.00438 0.93238
C -0.76478 -1.07563 0.33793
C 0.16339 0.25863 0.72100
C 0.99617 -0.00899 2.10254
C 1.14430 1.26902 3.11006
Cl 2.40293 0.72761 4.41585
N 1.72077 2.52374 2.50581
C 2.77972 2.27716 1.46526
C 4.25908 1.63058 1.65735
C 5.22437 1.46243 0.38883
N 5.06591 1.83583 -1.04380
C 3.72111 2.46493 -1.15898
C 2.55501 2.71298 -0.08799
C -0.25518 1.62579 3.95698
C -0.00725 2.95346 4.94429
C -1.28974 3.29358 5.91107
C -1.35259 4.91227 6.29839
O -2.36468 5.72794 5.95671
O -0.18773 5.40270 7.10667
O -1.44164 1.73629 3.10513
C -1.60389 3.03804 2.46570
N -2.73196 3.89986 3.07237
C -2.38831 5.18953 2.65241
S -2.04910 6.70319 1.87635
B -0.62512 0.39848 5.04407
N -1.58253 -0.75131 4.64504
O -0.12538 0.34529 6.43625
H -6.48985 2.83745 4.26842
H -5.39576 4.36172 3.92932
H -5.21244 2.71785 2.86928
H -6.46706 5.93995 1.38253
H -4.99248 4.78003 1.69865
H -5.93954 4.80772 -0.92239
H -7.43344 3.82160 -0.16517
H -4.25780 2.87330 -0.05386
H -5.69186 2.02080 0.82586
H -6.70452 1.11199 -1.18544
H -6.04026 2.56126 -2.31375
H -3.57739 1.52420 -2.12044
H -4.79942 0.39851 -3.03451
H -5.24732 -0.73275 -0.45554
H -3.76708 -1.33396 -1.47940
H -2.45273 0.98131 -0.22374
H -3.86640 0.63268 1.10849
H -2.26938 -0.94657 2.10095
H -2.81025 -2.04379 0.66580
H -0.15575 -2.00040 0.77900
H -0.77266 -1.23069 -0.84363
H 0.97140 0.31435 -0.15609
H -0.42959 1.26414 0.67113
H 2.07556 -0.39889 1.77224
H 0.49137 -0.96333 2.61263
H 2.20355 3.10676 3.25099
H 4.61368 1.28654 2.72663
H 6.27546 0.94061 0.62144
H 3.48073 2.85206 -2.26517
H 1.53889 3.20950 -0.41925
H 0.91833 2.78804 5.68021
H 0.28357 3.92322 4.31749
H -2.32939 2.90670 5.48506
H -1.15177 2.72517 6.94895
H 0.33606 6.06266 6.56444
H -0.63731 3.68133 2.33912
H -1.98432 2.81650 1.35478
H -1.10390 -1.43546 4.02016
H -2.46743 -0.37635 4.23980
H -0.02012 -0.61468 6.73303
O -5.03188 -2.15375 4.88638
N -4.77323 -2.94839 5.80253
O -4.45124 -4.13320 5.63343
C -4.85913 -2.45317 7.18161
C -5.25600 -1.13025 7.42062
C -5.35930 -0.67203 8.73544
C -5.06448 -1.52622 9.79920
C -4.65935 -2.84009 9.55794
C -4.55512 -3.31055 8.24742
H -5.48934 -0.45218 6.60262
H -5.67296 0.35108 8.93147
H -5.15192 -1.16608 10.82285
H -4.42848 -3.49883 10.39221
H -4.24115 -4.33809 8.07614
O 2.03834 4.60064 -2.49560
N 2.35793 5.72357 -2.91345
O 2.22274 6.10021 -4.08644
C 2.94072 6.66952 -1.95428
C 3.14639 6.27276 -0.62573
C 3.72349 7.16879 0.27620
C 4.08658 8.44899 -0.14495
C 3.87096 8.84503 -1.46603
C 3.29721 7.95675 -2.37787
H 2.86904 5.27865 -0.28194
H 3.89334 6.86799 1.30781
H 4.54142 9.14223 0.56057
H 4.15393 9.84546 -1.78590
H 3.13867 8.27949 -3.40473
O -4.86002 -2.09877 -4.02357
N -4.27829 -2.84725 -4.82300
O -4.04819 -2.56524 -6.00772
C -3.83649 -4.15878 -4.33394
C -4.10910 -4.53424 -3.01126
C -3.70776 -5.79268 -2.55887
C -3.03715 -6.66406 -3.41859
C -2.75770 -6.28344 -4.73223
C -3.15661 -5.02859 -5.19688
H -4.63084 -3.86674 -2.32892
H -3.92061 -6.09594 -1.53599
H -2.73117 -7.64646 -3.06297
H -2.23204 -6.96700 -5.39530
H -2.93416 -4.74812 -6.22430
O 4.29634 -6.42257 2.51567
N 3.56972 -5.43089 2.67780
O 2.33168 -5.45211 2.62434
C 4.22068 -4.14304 2.94647
C 5.61989 -4.06584 2.97846
C 6.23372 -2.83345 3.21042
C 5.45658 -1.69184 3.41269
C 4.06322 -1.77357 3.39072
C 3.43800 -2.99997 3.15686
H 6.23958 -4.94621 2.82260
H 7.31910 -2.76200 3.23049
H 5.93980 -0.73209 3.58758
H 3.46442 -0.87991 3.55216
H 2.35113 -3.04648 3.13963
O -1.38837 -4.08508 -9.32167
N -0.28346 -3.52226 -9.31141
O 0.79918 -4.09890 -9.48865
C -0.25567 -2.07507 -9.06778
C -1.45361 -1.38891 -8.82509
C -1.41850 -0.01666 -8.56998
C -0.19916 0.66253 -8.56225
C 0.99128 -0.02140 -8.81463
C 0.96908 -1.39430 -9.06823
H -2.41190 -1.90372 -8.82753
H -2.34221 0.52359 -8.37387
H -0.17628 1.73148 -8.35725
H 1.93730 0.51551 -8.80979
H 1.90580 -1.91349 -9.25993
O 9.10731 -0.44425 -7.74669
N 7.98524 0.01190 -7.48099
O 7.08205 0.18152 -8.31257
C 7.70973 0.38075 -6.08725
C 8.71498 0.24076 -5.12047
C 8.45475 0.61604 -3.80107
C 7.20150 1.12142 -3.45166
C 6.19888 1.24993 -4.41440
C 6.44822 0.88061 -5.73769
H 9.69680 -0.15130 -5.37672
H 9.23057 0.51746 -3.04479
H 7.00511 1.41798 -2.42274
H 5.22378 1.64186 -4.13367
H 5.65738 0.98987 -6.47687
O -0.95678 -7.94051 -1.60309
N 0.03179 -8.05869 -2.34232
O 0.09850 -8.83563 -3.30563
C 1.20484 -7.22498 -2.05361
C 1.18688 -6.35939 -0.95125
C 2.31461 -5.58669 -0.66744
C 3.44604 -5.67543 -1.47992
C 3.45735 -6.53053 -2.58323
C 2.33656 -7.31034 -2.87543
H 0.31306 -6.27882 -0.30836
H 2.31289 -4.91682 0.18978
H 4.32501 -5.07513 -1.25134
H 4.34187 -6.59191 -3.21339
H 2.36231 -7.97423 -3.73702
*
```

Output
energy	-5473.86238	Ha
SMILES	COCCCCCCCCCCC[C@@](Cl)(Nc1ccncc1)[C@@](CCC(=O)O)(OCN=C=S)B(N)O.O=[N+]([O-])c1ccccc1.O=[N+]([O-])c1ccccc1.O=[N+]([O-])c1ccccc1.O=[N+]([O-])c1ccccc1.O=[N+]([O-])c1ccccc1.O=[N+]([O-])c1ccccc1.O=[N+]([O-])c1ccccc1

This record from OMol25 describes 4 unconnected molecules or ions with the total composition C14H37BFIN3O5 in a non-equilibrium geometry. The level of theory is wB97M-V/def2-TZVPD.

The geometry in ORCA input format:
```
! wB97M-V def2-TZVPD RIJCOSX def2/J DEFGRID3
* xyz -1 1
O 3.05463 -0.01083 -0.25405
C 1.86583 0.43842 -0.74239
O 0.67707 0.21625 0.09641
C 1.91609 1.21654 -2.18452
B 2.43463 0.13104 -3.35180
F 3.59474 0.74153 -4.09500
I 0.72683 -0.07769 -4.77705
H -0.12870 0.05270 -0.50416
H 0.92268 1.74959 -2.49935
H 2.78003 2.01726 -2.11079
H 2.72235 -0.92410 -2.89425
C -3.08717 -1.31384 2.02699
C -2.17159 -0.10644 2.20818
C -1.95461 0.28669 3.68812
O -3.05580 0.98413 4.27823
C -4.10159 0.14445 4.74213
N -2.70169 1.01812 1.42432
H -4.14240 -1.07130 2.18003
H -2.99814 -1.70978 1.00854
H -2.81794 -2.11869 2.72022
H -1.19306 -0.38000 1.79517
H -1.10904 0.98322 3.73096
H -1.67218 -0.58078 4.29840
H -3.72608 -0.80421 5.13813
H -4.82110 -0.03400 3.94080
H -4.62771 0.66932 5.54450
H -2.03955 1.79276 1.47330
H -3.52412 1.37353 1.92099
C -0.62485 -6.08870 -4.93940
C 0.29072 -4.88130 -4.75820
C 0.50770 -4.48817 -3.27827
O -0.59348 -3.79074 -2.68816
C -1.63928 -4.63041 -2.22426
N -0.23937 -3.75674 -5.54207
H -1.68008 -5.84617 -4.78636
H -0.53583 -6.48465 -5.95785
H -0.35563 -6.89356 -4.24617
H 1.26925 -5.15486 -5.17122
H 1.35328 -3.79164 -3.23542
H 0.79013 -5.35564 -2.66799
H -1.26377 -5.57908 -1.82826
H -2.35878 -4.80886 -3.02559
H -2.16540 -4.10555 -1.42189
H 0.42276 -2.98210 -5.49309
H -1.06180 -3.40134 -5.04540
C 3.68208 5.10148 2.58082
C 2.74944 3.97362 3.01329
C 1.85124 3.44370 1.87125
O 0.74285 4.29116 1.55419
C 1.05874 5.37217 0.69072
N 1.95060 4.42658 4.16078
H 3.16399 6.05729 2.46347
H 4.46572 5.25661 3.33167
H 4.17503 4.86172 1.63194
H 3.38283 3.14175 3.34460
H 1.41083 2.49560 2.20161
H 2.43625 3.21604 0.97088
H 1.82376 5.10466 -0.04478
H 1.37691 6.23721 1.27565
H 0.14860 5.65551 0.15459
H 1.39660 3.64190 4.50467
H 1.24657 5.07862 3.80223
*
```

Output
energy relative to the best compared isomer or geometry (same formula, charge and spin)	119.9	kJ/mol